A cluster of 6 separate species, C38H78N10O in total. Source: the OMol25 dataset; level of theory: wB97M-V/def2-TZVPD.

Structure (XYZ):
```
127
Properties=species:S:1:pos:R:3:lowdin_charge:R:1
C 5.37 -1.76 -10.96 -0.039
C 5.48 -0.43 -10.17 -0.181
N 4.67 -0.54 -9.02 -0.068
C 3.28 -0.23 -9.05 0.039
C 2.80 -0.39 -7.74 0.020
N 3.81 -1.07 -6.98 -0.092
C 4.97 -1.06 -7.77 0.058
C 3.72 -1.77 -5.70 -0.007
H 5.68 -2.62 -10.37 0.085
H 6.04 -1.60 -11.80 0.089
H 4.47 -1.91 -11.56 0.087
H 5.07 0.42 -10.71 0.135
H 6.51 -0.14 -9.94 0.141
H 2.75 0.20 -9.89 0.143
H 1.78 -0.31 -7.39 0.123
H 5.86 -1.57 -7.44 0.165
H 3.49 -2.80 -5.99 0.101
H 2.84 -1.53 -5.10 0.096
H 4.66 -1.83 -5.15 0.102
C -4.87 -2.20 4.87 -0.055
C -4.65 -2.95 3.57 -0.176
N -4.63 -1.92 2.60 -0.102
C -5.71 -1.22 2.08 0.059
C -5.14 -0.26 1.14 0.040
N -3.76 -0.43 1.16 -0.113
C -3.43 -1.48 1.99 0.053
C -2.80 0.34 0.39 0.002
H -3.97 -1.64 5.11 0.085
H -4.91 -2.82 5.76 0.093
H -5.76 -1.60 5.07 0.099
H -5.52 -3.61 3.46 0.138
H -3.76 -3.51 3.28 0.134
H -6.68 -1.48 2.48 0.144
H -5.60 0.51 0.54 0.128
H -2.43 -1.81 2.22 0.160
H -1.95 -0.31 0.17 0.097
H -2.34 1.20 0.89 0.110
H -3.22 0.61 -0.57 0.105
C -4.94 -7.23 -0.44 -0.066
C -5.69 -7.43 -1.75 -0.147
N -6.08 -6.11 -2.34 -0.043
C -5.20 -5.04 -2.58 -0.003
C -6.02 -3.91 -2.96 -0.002
N -7.40 -4.19 -2.84 -0.085
C -7.39 -5.58 -2.45 0.092
C -8.53 -3.34 -3.14 0.006
H -4.40 -8.15 -0.24 0.095
H -5.73 -7.06 0.29 0.083
H -4.29 -6.38 -0.23 0.068
H -6.52 -8.13 -1.64 0.138
H -5.17 -7.96 -2.54 0.132
H -4.14 -5.20 -2.59 0.129
H -5.58 -2.98 -3.30 0.117
H -8.31 -6.08 -2.22 0.160
H -9.02 -2.91 -2.26 0.106
H -9.28 -3.86 -3.73 0.118
H -8.03 -2.53 -3.67 0.102
C 2.10 -4.52 5.24 -0.061
C 3.49 -4.43 5.99 -0.122
N 4.66 -4.30 5.11 -0.047
C 5.89 -3.76 5.52 0.024
C 6.78 -3.86 4.43 0.033
N 6.08 -4.32 3.30 -0.115
C 4.79 -4.61 3.79 0.026
C 6.55 -4.59 2.02 -0.010
H 2.01 -5.51 4.79 0.072
H 1.94 -3.90 4.36 0.064
H 1.19 -4.43 5.82 0.082
H 3.64 -5.33 6.59 0.137
H 3.50 -3.70 6.80 0.128
H 6.02 -3.34 6.50 0.138
H 7.82 -3.59 4.31 0.137
H 4.02 -5.14 3.25 0.159
H 6.55 -5.68 1.96 0.122
H 7.58 -4.22 1.99 0.119
H 5.80 -4.16 1.35 0.113
C 4.41 2.63 2.09 -0.114
C 4.51 1.76 3.30 -0.262
C 5.34 2.34 4.53 -0.148
C 6.87 2.31 4.43 -0.076
N 7.51 3.68 4.80 -0.220
C 9.03 3.55 5.10 -0.069
C 9.12 3.28 6.67 -0.103
C 7.65 3.53 7.23 -0.133
C 7.05 4.38 6.15 -0.098
C 7.24 4.71 3.67 0.033
H 5.41 2.50 1.66 0.065
H 4.26 3.68 2.33 0.086
H 3.82 2.22 1.27 0.077
H 4.63 0.69 3.13 0.104
H 3.52 1.81 3.75 0.095
H 4.98 1.72 5.36 0.111
H 4.88 3.32 4.72 0.105
H 7.30 2.23 3.43 0.123
H 7.44 1.57 4.99 0.128
H 9.61 4.47 4.99 0.131
H 9.61 2.71 4.72 0.127
H 9.65 4.10 7.14 0.116
H 9.52 2.29 6.94 0.113
H 7.69 4.08 8.16 0.131
H 7.09 2.59 7.29 0.109
H 7.37 5.42 6.04 0.139
H 5.96 4.50 6.19 0.123
H 6.23 5.11 3.83 0.095
H 7.27 4.30 2.66 0.103
H 7.90 5.57 3.83 0.108
C -6.84 8.07 -3.12 0.053
N -7.80 6.81 -2.94 -0.312
C -7.27 5.64 -2.05 0.034
C -8.98 7.47 -2.15 0.022
C -8.26 6.30 -4.31 -0.092
C -9.58 5.49 -4.37 -0.163
O -9.64 4.26 -3.53 -0.088
H -6.03 7.70 -3.76 0.103
H -6.53 8.32 -2.10 0.100
H -7.35 8.97 -3.48 0.111
H -6.95 6.10 -1.11 0.101
H -6.40 5.28 -2.60 0.101
H -8.06 4.91 -1.88 0.092
H -9.44 8.29 -2.71 0.119
H -8.64 7.76 -1.16 0.108
H -9.64 6.61 -2.00 0.095
H -7.37 5.79 -4.68 0.131
H -8.37 7.17 -4.96 0.141
H -9.65 5.13 -5.40 0.128
H -10.44 6.13 -4.24 0.124
H -10.39 3.72 -3.79 0.091
```

HOMO-LUMO gap: 8.95 eV
LUMO energy: -0.38190 hartree
Charge: +6